No. 1
C15H38N6O6P | wB97M-V/def2-TZVPD

Output
- Frontier orbital gap: 6.79 eV
- Strongest force on any atom: 0.67 eV/Å
- Total charge: +1
- Multiplicity: 1

Element x y z (Å)
N (-2.47, -3.15, 2.59)
P (-0.96, -3.05, 2.41)
N (0.12, -4.02, 3.37)
C (0.31, -3.77, 4.67)
N (-0.25, -2.75, 5.33)
C (0.20, -2.85, 6.57)
N (1.01, -3.90, 6.73)
C (1.73, -4.44, 7.88)
N (3.13, -4.55, 7.55)
N (1.09, -4.49, 5.50)
H (-2.90, -3.78, 3.26)
H (-0.41, -1.78, 2.61)
H (-0.45, -3.43, 1.16)
H (0.63, -4.78, 2.95)
H (-0.05, -2.20, 7.39)
H (1.48, -3.79, 8.72)
H (1.32, -5.44, 8.07)
H (3.44, -3.75, 6.99)
H (3.72, -4.56, 8.38)
H (1.67, -5.30, 5.35)
C (-2.23, -0.89, -1.37)
O (-1.04, -0.58, -2.06)
C (0.14, -0.59, -1.27)
C (1.26, -1.37, -1.92)
O (1.03, -2.77, -2.00)
C (0.20, -3.27, -3.04)
C (0.82, -3.27, -4.41)
O (0.96, -1.97, -4.93)
C (2.15, -1.72, -5.64)
H (-2.66, -0.01, -0.87)
H (-2.95, -1.27, -2.10)
H (-2.04, -1.67, -0.62)
H (-0.07, -1.03, -0.29)
H (0.48, 0.44, -1.11)
H (2.13, -1.26, -1.26)
H (1.52, -0.93, -2.89)
H (-0.77, -2.75, -3.06)
H (0.02, -4.31, -2.77)
H (0.16, -3.86, -5.07)
H (1.79, -3.78, -4.38)
H (3.01, -2.17, -5.13)
H (2.29, -0.64, -5.68)
H (2.11, -2.11, -6.66)
C (-0.89, 2.34, -3.33)
O (-0.98, 3.75, -3.30)
C (-2.27, 4.27, -3.09)
C (-2.28, 5.36, -2.05)
O (-2.00, 4.91, -0.73)
C (-0.65, 4.67, -0.36)
C (0.15, 5.92, -0.05)
O (0.43, 6.67, -1.22)
C (0.30, 8.06, -1.08)
H (-1.14, 1.93, -4.31)
H (0.13, 2.06, -3.09)
H (-1.56, 1.89, -2.59)
H (-2.96, 3.47, -2.78)
H (-2.66, 4.70, -4.02)
H (-3.30, 5.75, -2.00)
H (-1.62, 6.18, -2.34)
H (-0.13, 4.06, -1.09)
H (-0.72, 4.12, 0.58)
H (1.09, 5.60, 0.42)
H (-0.40, 6.53, 0.68)
H (-0.59, 8.33, -0.50)
H (0.20, 8.48, -2.09)
H (1.17, 8.51, -0.60)

These are the Mulliken partial charges, in e, on atoms 1 to 8:
1 N -0.5818
2 P 0.3594
3 N -0.2726
4 C 0.4296
5 N -0.4343
6 C -0.0104
7 N 0.1569
8 C -0.4400


No. 2
C15H39FN4O4P | wB97M-V/def2-TZVPD

Output
- Frontier orbital gap: 4.45 eV
- Strongest force on any atom: 0.55 eV/Å
- Total charge: -1
- Multiplicity: 1

Element x y z (Å)
F (3.18, -3.43, -4.66)
C (3.69, -2.17, -4.97)
C (2.63, -1.07, -4.93)
C (1.48, -1.32, -3.95)
P (-0.29, -1.42, -4.74)
H (4.49, -1.94, -4.27)
H (4.09, -2.24, -5.98)
H (3.13, -0.15, -4.65)
H (2.26, -0.92, -5.94)
H (1.62, -2.22, -3.36)
H (1.44, -0.50, -3.24)
H (-0.03, -2.79, -5.23)
H (-0.77, -1.92, -3.44)
H (-0.55, -0.01, -4.31)
H (0.20, -0.90, -6.04)
H (-1.66, -1.47, -5.27)
C (0.60, -1.69, 0.57)
O (0.20, -1.15, -0.44)
N (1.85, -2.14, 0.77)
C (2.26, -2.77, 2.01)
C (2.82, -1.99, -0.31)
H (-0.06, -1.86, 1.45)
H (3.07, -2.20, 2.47)
H (2.61, -3.79, 1.82)
H (1.42, -2.81, 2.70)
H (2.94, -0.93, -0.56)
H (2.48, -2.50, -1.20)
H (3.78, -2.39, 0.00)
C (2.47, 1.42, 2.89)
O (3.41, 1.59, 3.65)
N (1.24, 1.93, 3.07)
C (0.15, 1.70, 2.13)
C (0.99, 2.75, 4.24)
H (2.56, 0.82, 1.97)
H (-0.20, 2.64, 1.73)
H (-0.67, 1.19, 2.64)
H (0.50, 1.07, 1.31)
H (1.66, 3.61, 4.25)
H (1.19, 2.17, 5.15)
H (-0.04, 3.08, 4.23)
C (-2.73, 4.73, 2.99)
O (-2.13, 3.86, 2.40)
N (-2.30, 6.01, 3.10)
C (-3.06, 7.02, 3.81)
C (-1.04, 6.37, 2.48)
H (-3.70, 4.55, 3.49)
H (-3.33, 7.83, 3.14)
H (-2.47, 7.42, 4.64)
H (-3.97, 6.58, 4.21)
H (-1.08, 6.18, 1.40)
H (-0.23, 5.77, 2.89)
H (-0.84, 7.42, 2.65)
C (-3.41, -5.34, -0.83)
O (-2.81, -6.25, -1.38)
N (-3.00, -4.07, -0.74)
C (-3.77, -3.07, -0.04)
C (-1.73, -3.67, -1.35)
H (-4.39, -5.51, -0.33)
H (-4.04, -2.26, -0.73)
H (-3.19, -2.64, 0.78)
H (-4.68, -3.51, 0.36)
H (-1.76, -3.85, -2.42)
H (-0.92, -4.25, -0.92)
H (-1.56, -2.61, -1.17)

These are the Mulliken partial charges, in e, on atoms 1 to 8:
1 F -0.3037
2 C -0.3304
3 C -0.6317
4 C -0.5773
5 P -0.1673
6 H 0.2211
7 H 0.2916
8 H 0.2681


No. 3
C15H39N2O9V | wB97M-V/def2-TZVPD

Output
- Frontier orbital gap: 3.51 eV
- Strongest force on any atom: 5.03 eV/Å
- Total charge: -2
- Multiplicity: 1

Element x y z (Å)
O (0.24, -0.91, -0.43)
V (0.96, 0.08, 0.59)
O (2.46, -0.30, 0.66)
C (-0.19, -3.01, 3.65)
C (-0.37, -2.00, 2.50)
C (-1.85, -1.75, 2.19)
O (0.49, -0.93, 2.53)
H (-0.84, -2.83, 4.51)
H (0.87, -3.05, 3.93)
H (-0.35, -4.03, 3.27)
H (-0.03, -2.56, 1.60)
H (-2.05, -1.09, 1.35)
H (-2.37, -1.35, 3.07)
H (-2.28, -2.71, 1.86)
O (-2.05, 1.41, 3.94)
C (-2.61, 1.66, 2.73)
C (-1.64, 1.94, 1.52)
O (-0.27, 1.61, 1.55)
H (-3.09, 2.66, 2.91)
H (-3.43, 1.01, 2.37)
H (-1.71, 3.01, 1.22)
H (-2.06, 1.39, 0.65)
C (0.84, 2.41, -1.62)
O (1.44, 1.36, -1.38)
N (-0.04, 2.94, -0.73)
N (0.93, 3.04, -2.84)
H (-0.44, 3.82, -0.99)
H (-0.08, 2.58, 0.26)
H (1.35, 2.45, -3.53)
H (0.32, 3.79, -3.09)
C (-0.27, -3.81, -2.59)
C (-0.16, -4.42, -1.22)
C (-1.03, -5.66, -1.09)
O (1.21, -4.79, -1.00)
H (-1.13, -3.14, -2.63)
H (-0.39, -4.50, -3.43)
H (0.56, -3.14, -2.83)
H (-0.40, -3.64, -0.50)
H (-0.88, -6.12, -0.11)
H (-0.90, -6.35, -1.92)
H (-2.07, -5.34, -0.95)
H (1.33, -5.07, -0.09)
C (-2.72, -0.23, -1.68)
C (-2.35, 0.95, -2.57)
C (-1.36, 0.45, -3.64)
O (-3.57, 1.32, -3.26)
H (-3.43, -0.87, -2.22)
H (-3.09, 0.08, -0.71)
H (-1.82, -0.81, -1.44)
H (-2.08, 1.80, -1.95)
H (-1.75, -0.45, -4.12)
H (-0.35, 0.34, -3.24)
H (-1.38, 1.28, -4.36)
H (-3.35, 1.97, -3.93)
C (3.88, 4.48, 0.86)
C (3.94, 2.97, 0.98)
C (4.87, 2.52, 2.11)
O (2.64, 2.51, 1.30)
H (4.83, 4.94, 0.56)
H (3.61, 4.96, 1.80)
H (3.11, 4.76, 0.13)
H (4.30, 2.51, 0.06)
H (5.00, 1.44, 2.18)
H (4.64, 2.99, 3.07)
H (5.84, 3.00, 1.91)
H (2.58, 2.44, 2.26)

These are the Mulliken partial charges, in e, on atoms 1 to 8:
1 O -0.5919
2 V 1.2461
3 O -0.6142
4 C -1.7294
5 C 1.6872
6 C -0.6367
7 O -0.7606
8 H 0.3698